Here is a structure of composition C38H42AsFeN6O2PTe from the Open Molecules 2025 dataset. Energies are from ωB97M-V/def2-TZVPD.

Properties
- total charge = +1
- energy (Eh) = -6060.8792
- spin multiplicity = 6
- molecular weight (u) = 904.1
- ⟨S²⟩ = 8.770
- HOMO-LUMO gap (alpha / beta) (Ha) = 0.262 / 0.238

Each line ends with the Mulliken spin population.
Atoms and positions in Å:
Fe (-0.189, -0.234, 1.131)  3.74
O (0.514, -1.958, 3.252)  0.11
N (0.973, -1.924, 1.951)  0.82
C (1.095, -3.313, 1.514)  -0.06
C (1.645, -3.454, 0.123)  0.06
C (2.912, -3.265, -0.397)  0.00
C (3.107, -3.550, -1.746)  0.00
C (2.057, -3.994, -2.546)  0.00
C (0.784, -4.180, -2.016)  0.00
C (0.606, -3.914, -0.671)  -0.04
P (-0.310, -0.539, -1.381)  -0.04
C (-1.789, -1.347, -2.038)  0.03
C (-1.774, -1.993, -3.272)  0.01
C (-2.898, -2.680, -3.704)  0.00
C (-4.041, -2.719, -2.919)  0.00
C (-4.056, -2.086, -1.685)  0.00
C (-2.930, -1.419, -1.237)  -0.01
C (0.743, -0.178, -2.804)  0.01
C (2.099, -0.471, -2.687)  0.01
C (2.954, -0.235, -3.756)  0.00
C (2.454, 0.285, -4.938)  0.00
C (1.098, 0.576, -5.060)  0.00
C (0.244, 0.349, -3.996)  0.01
H (-0.028, -2.781, 3.288)  0.01
H (1.658, -3.866, 2.274)  -0.02
H (3.735, -2.929, 0.222)  0.00
H (4.091, -3.431, -2.180)  0.00
H (2.242, -4.212, -3.590)  0.00
H (-0.040, -4.544, -2.616)  0.00
H (-0.888, -1.979, -3.892)  0.00
H (-2.878, -3.189, -4.658)  0.00
H (-4.915, -3.256, -3.262)  0.00
H (-4.935, -2.145, -1.057)  0.00
H (-2.927, -0.977, -0.246)  0.01
H (2.482, -0.890, -1.765)  0.00
H (4.007, -0.468, -3.664)  0.00
H (3.118, 0.467, -5.773)  0.00
H (0.711, 0.986, -5.984)  0.00
H (-0.810, 0.588, -4.082)  0.00
N (1.654, 0.813, 3.640)  0.02
C (2.267, 1.153, 2.474)  0.01
C (3.546, 1.738, 2.501)  0.00
C (4.123, 2.152, 1.330)  0.00
C (3.428, 1.988, 0.129)  0.00
C (2.191, 1.408, 0.185)  0.05
N (1.601, 0.978, 1.320)  -0.05
H (2.220, 0.806, 4.471)  0.00
H (0.923, 0.120, 3.627)  0.00
H (4.050, 1.854, 3.450)  0.00
H (5.107, 2.603, 1.341)  0.00
H (3.833, 2.308, -0.820)  0.00
H (1.624, 1.276, -0.725)  -0.01
C (2.173, 6.674, 0.769)  0.00
C (1.343, 5.471, 0.420)  0.00
C (1.265, 5.004, -0.884)  0.00
C (0.495, 3.897, -1.225)  -0.02
C (0.484, 3.431, -2.652)  0.01
C (-0.215, 3.240, -0.217)  -0.01
Te (-1.511, 1.608, -0.658)  0.04
C (-0.178, 3.702, 1.109)  0.00
C (-0.959, 3.077, 2.234)  0.03
C (0.610, 4.810, 1.397)  0.00
H (2.838, 6.948, -0.048)  0.00
H (2.778, 6.488, 1.658)  0.00
H (1.534, 7.532, 0.984)  0.00
H (1.822, 5.510, -1.664)  0.00
H (1.065, 4.102, -3.282)  0.00
H (-0.533, 3.383, -3.046)  0.00
H (0.914, 2.434, -2.744)  -0.01
H (-0.662, 2.041, 2.410)  0.00
H (-2.032, 3.075, 2.032)  0.00
H (-0.789, 3.629, 3.158)  0.00
H (0.646, 5.170, 2.419)  0.00
N (-0.302, -3.737, 1.459)  0.11
C (-0.589, -4.043, 0.199)  0.03
N (-1.754, -4.416, -0.302)  0.02
C (-2.779, -4.370, 0.525)  0.00
N (-3.737, -4.319, 1.180)  0.01
C (-2.663, -2.569, 4.024)  0.00
As (-3.078, -0.962, 3.081)  0.01
C (-4.694, -1.147, 2.087)  0.01
C (-3.319, 0.462, 4.351)  0.00
O (-1.815, -0.512, 2.074)  0.08
H (-3.579, -2.963, 4.463)  0.00
H (-1.944, -2.343, 4.811)  0.00
H (-2.275, -3.291, 3.306)  0.00
H (-5.519, -1.188, 2.798)  0.00
H (-4.647, -2.076, 1.520)  0.00
H (-4.808, -0.279, 1.439)  0.00
H (-3.483, 0.051, 5.346)  0.00
H (-4.174, 1.072, 4.064)  0.00
H (-2.417, 1.072, 4.349)  0.00

Here is a structure of composition C38H42BiN7OS from the Open Molecules 2025 dataset. Energies are from ωB97M-V/def2-TZVPD.

Properties
- total charge = -1
- energy (Eh) = -2544.5015
- spin multiplicity = 2
- molecular weight (u) = 853.8
- ⟨S²⟩ = 0.766
- HOMO-LUMO gap (alpha / beta) (Ha) = 0.203 / 0.171

Each line ends with the Mulliken spin population.
Atoms and positions in Å:
Bi (0.133, -0.876, -0.519)  0.02
C (-3.960, -4.824, -0.638)  0.00
C (-4.079, -4.194, -1.868)  0.00
C (-3.468, -2.982, -2.104)  0.00
C (-2.702, -2.360, -1.104)  0.00
C (-2.553, -3.031, 0.119)  0.00
C (-3.185, -4.232, 0.348)  0.00
N (-2.028, -1.198, -1.302)  0.00
C (-2.344, -0.289, -2.266)  0.00
C (-3.645, 0.062, -2.626)  0.00
C (-3.873, 0.951, -3.660)  0.00
C (-2.811, 1.481, -4.376)  0.00
C (-1.509, 1.182, -4.007)  0.00
C (-1.263, 0.352, -2.924)  0.00
N (0.002, 0.042, -2.479)  0.00
N (0.906, -0.344, -3.430)  0.00
C (1.573, -1.420, -3.148)  0.00
C (2.485, -1.989, -4.094)  0.00
C (3.114, -3.157, -3.815)  0.00
C (2.888, -3.803, -2.574)  0.00
C (2.033, -3.215, -1.687)  0.00
N (1.391, -2.079, -1.947)  0.00
H (-4.443, -5.775, -0.458)  0.00
H (-4.654, -4.662, -2.659)  0.00
H (-3.554, -2.509, -3.072)  0.00
H (-1.940, -2.577, 0.880)  0.00
H (-3.080, -4.711, 1.313)  0.00
H (-4.473, -0.384, -2.088)  0.00
H (-4.890, 1.221, -3.913)  0.00
H (-2.995, 2.134, -5.219)  0.00
H (-0.669, 1.582, -4.555)  0.00
H (2.625, -1.458, -5.023)  0.00
H (3.797, -3.603, -4.530)  0.00
H (3.389, -4.725, -2.329)  0.00
H (1.831, -3.643, -0.716)  0.00
C (1.315, -1.549, 3.624)  0.13
C (-0.010, -2.014, 3.412)  0.11
C (-0.849, -0.920, 3.443)  0.26
C (-0.042, 0.252, 3.680)  0.22
C (1.276, -0.140, 3.789)  0.14
C (2.455, 0.735, 4.074)  0.02
C (-0.622, 1.619, 3.785)  -0.01
C (-2.320, -0.859, 3.220)  0.01
C (-0.372, -3.455, 3.242)  0.03
C (2.527, -2.410, 3.573)  0.00
H (3.285, 0.523, 3.402)  0.00
H (2.807, 0.597, 5.101)  0.00
H (2.186, 1.782, 3.950)  0.00
H (-1.306, 1.676, 4.635)  0.01
H (-1.184, 1.865, 2.883)  0.01
H (0.156, 2.365, 3.923)  0.00
H (-2.518, -0.464, 2.222)  0.01
H (-2.803, -0.195, 3.939)  0.00
H (-2.783, -1.841, 3.302)  0.00
H (0.032, -4.046, 4.068)  0.00
H (0.035, -3.859, 2.313)  0.00
H (-1.451, -3.584, 3.228)  0.00
H (2.753, -2.624, 2.525)  0.03
H (2.368, -3.369, 4.072)  0.02
H (3.389, -1.916, 4.020)  0.00
O (2.659, -1.364, 0.463)  0.01
N (3.500, -0.444, 0.753)  -0.01
C (4.699, -0.800, 1.249)  0.00
C (5.675, 0.109, 1.576)  0.00
C (5.405, 1.463, 1.416)  0.00
C (4.182, 1.829, 0.906)  0.00
C (3.216, 0.881, 0.550)  0.00
S (1.738, 1.380, -0.154)  0.00
H (4.842, -1.864, 1.360)  0.00
H (6.626, -0.242, 1.945)  0.00
H (6.138, 2.210, 1.676)  0.00
H (3.933, 2.866, 0.746)  0.00
N (-1.553, 1.097, 0.329)  0.00
C (-1.441, 2.155, -0.115)  0.00
N (-1.339, 3.378, -0.532)  0.00
C (-2.131, 3.854, -1.650)  0.00
C (-2.138, 5.375, -1.610)  0.00
C (-0.722, 5.896, -1.870)  0.00
C (0.328, 5.068, -1.106)  0.00
C (-0.299, 4.235, 0.007)  0.00
H (-3.143, 3.447, -1.563)  0.00
H (-1.712, 3.501, -2.602)  0.00
H (-2.493, 5.702, -0.630)  0.00
H (-2.828, 5.767, -2.359)  0.00
H (-0.668, 6.949, -1.589)  0.00
H (-0.515, 5.833, -2.940)  0.00
H (1.089, 5.720, -0.673)  0.00
H (0.834, 4.380, -1.783)  0.00
H (-0.724, 4.883, 0.788)  0.00
H (0.463, 3.598, 0.461)  0.00